1.
{
  "formula": "C27H24BrFN6O3RuS",
  "method": "ωB97M-V with the def2-TZVPD basis set",
  "elements": ["Ru", "C", "C", "N", "N", "C", "N", "S", "C", "C", "C", "C", "C", "N", "H", "H", "H", "H", "H", "H", "H", "H", "H", "C", "C", "C", "C", "C", "C", "C", "F", "C", "C", "C", "O", "C", "C", "N", "C", "C", "O", "O", "H", "H", "H", "H", "H", "H", "H", "H", "H", "H", "H", "Br", "C", "C", "C", "N", "C", "C", "H", "H", "H", "H"],
  "xyz": [[1.118, -1.664, -0.502], [1.216, -1.963, 3.794], [1.526, -1.750, 2.352], [0.749, -2.189, 1.409], [-0.338, -2.926, 1.762], [-0.739, -3.677, 0.767], [-1.815, -4.455, 0.944], [0.118, -3.743, -0.754], [2.746, -1.151, 1.846], [3.775, -0.664, 2.647], [4.907, -0.147, 2.051], [4.985, -0.109, 0.664], [3.935, -0.605, -0.077], [2.850, -1.143, 0.494], [0.153, -1.809, 3.964], [1.783, -1.285, 4.427], [1.442, -2.990, 4.089], [-2.241, -4.509, 1.854], [-2.121, -5.077, 0.218], [3.679, -0.694, 3.721], [5.718, 0.234, 2.658], [5.841, 0.311, 0.157], [3.928, -0.548, -1.156], [-2.020, 5.166, -1.197], [-2.596, 4.352, -0.048], [-4.115, 4.394, -0.060], [-4.686, 3.591, 1.093], [-4.177, 2.179, 1.034], [-4.908, 1.134, 1.549], [-4.419, -0.168, 1.485], [-5.166, -1.150, 2.011], [-3.221, -0.465, 0.908], [-2.461, 0.584, 0.370], [-1.170, 0.276, -0.229], [-0.846, -0.946, -0.315], [-0.398, 1.369, -0.659], [-0.939, 2.633, -0.578], [-2.141, 2.927, -0.092], [-2.931, 1.903, 0.434], [0.966, 1.293, -1.291], [1.481, 2.318, -1.695], [1.555, 0.136, -1.379], [-2.535, 6.126, -1.227], [-2.184, 4.664, -2.151], [-0.958, 5.378, -1.088], [-2.240, 4.758, 0.904], [-4.476, 4.002, -1.016], [-4.426, 5.436, 0.002], [-5.776, 3.591, 1.071], [-4.390, 4.049, 2.042], [-5.871, 1.312, 2.010], [-2.846, -1.477, 0.861], [-0.338, 3.446, -0.957], [4.792, -3.477, -5.954], [3.779, -3.020, -4.445], [2.628, -2.260, -4.580], [1.917, -1.940, -3.441], [2.297, -2.333, -2.220], [3.402, -3.078, -2.103], [4.175, -3.443, -3.186], [2.288, -1.918, -5.546], [1.020, -1.340, -3.498], [3.662, -3.398, -1.102], [5.059, -4.046, -3.046]],
  "lowdin_charge": [1.205, -0.009, -0.242, -0.154, 0.019, -0.825, 0.110, 0.674, -0.188, 0.010, -0.030, -0.022, -0.102, -0.028, 0.084, 0.074, 0.102, 0.114, 0.096, 0.113, 0.120, 0.119, 0.114, -0.038, -0.288, -0.144, -0.121, -0.128, 0.068, -0.249, 0.083, 0.082, -0.039, -0.260, -0.154, -0.020, 0.044, 0.049, -0.059, -0.556, 0.074, -0.181, 0.092, 0.103, 0.084, 0.161, 0.139, 0.128, 0.127, 0.134, 0.139, 0.122, 0.133, 0.824, -0.678, -0.074, -0.104, -0.107, -0.132, -0.081, 0.115, 0.122, 0.119, 0.114],
  "e_tot_ha": -4764.40604,
  "e_lumo_ev": [-2.968, -3.005],
  "s_squared": 0.7553,
  "total_charge": 1,
  "e_above_lowest_kj_mol": 98.0,
  "max_force_ev_per_a": 0.5,
  "homo_energy_ev": [-10.5, -10.3],
  "spin_multiplicity": 2
}



2.
{
  "formula": "C6H8BN4NiS3Sb",
  "method": "ωB97M-V with the def2-TZVPD basis set",
  "elements": ["Ni", "S", "Sb", "S", "S", "B", "N", "C", "C", "C", "N", "N", "C", "C", "C", "N", "H", "H", "H", "H", "H", "H", "H", "H"],
  "xyz": [[1.067, 1.067, 0.023], [4.538, 4.538, -1.237], [3.397, 3.397, 0.388], [3.302, 1.071, 0.177], [1.071, 3.302, 0.177], [-1.398, -1.398, 0.498], [-1.732, 0.086, 0.208], [-3.002, 0.490, 0.151], [-3.034, 1.832, -0.176], [-1.696, 2.175, -0.303], [-0.910, 1.117, -0.064], [0.086, -1.732, 0.208], [0.490, -3.002, 0.151], [1.832, -3.033, -0.176], [2.174, -1.696, -0.303], [1.117, -0.910, -0.064], [-2.067, -2.067, -0.257], [-1.662, -1.662, 1.651], [-3.790, -0.218, 0.336], [-3.891, 2.466, -0.307], [-1.271, 3.130, -0.554], [-0.218, -3.790, 0.336], [2.466, -3.891, -0.307], [3.130, -1.271, -0.554]],
  "lowdin_charge": [-0.081, -0.301, 0.156, 0.015, 0.015, -0.425, -0.064, -0.110, -0.065, -0.203, -0.042, -0.064, -0.110, -0.065, -0.203, -0.042, 0.066, 0.063, 0.116, 0.085, 0.030, 0.116, 0.085, 0.030],
  "e_tot_ha": -3420.61432,
  "e_lumo_ev": [2.947, 1.138],
  "s_squared": 0.7618,
  "total_charge": -1,
  "max_force_ev_per_a": 0.3,
  "homo_energy_ev": [-4.6, -5.0],
  "spin_multiplicity": 2
}



3.
{
  "formula": "C3H7IO",
  "method": "ωB97M-V with the def2-TZVPD basis set",
  "elements": ["C", "C", "C", "O", "I", "H", "H", "H", "H", "H", "H", "H"],
  "xyz": [[0.770, 0.854, -0.213], [0.339, -0.394, 0.599], [-1.100, -0.932, 0.400], [-1.393, -1.622, -0.831], [-1.577, -2.215, 2.103], [0.055, 1.535, -0.553], [1.458, 1.442, 0.426], [1.292, 0.308, -1.048], [0.929, -1.252, 0.357], [0.419, -0.264, 1.653], [-1.963, -0.250, 0.680], [-1.193, -1.183, -1.707]],
  "lowdin_charge": [-0.081, -0.315, -0.765, -0.157, 0.784, 0.044, 0.079, 0.089, 0.092, 0.048, 0.059, 0.123],
  "e_tot_ha": -491.39506,
  "e_lumo_ev": 0.510,
  "e_above_lowest_kj_mol": 64.8,
  "max_force_ev_per_a": 3.3,
  "homo_energy_ev": -9.3,
  "spin_multiplicity": 1
}



4.
{
  "formula": "C3H10NOS",
  "method": "ωB97M-V with the def2-TZVPD basis set",
  "elements": ["C", "C", "S", "C", "N", "H", "H", "H", "H", "H", "H", "H", "H", "H", "H", "O"],
  "xyz": [[0.145, 1.013, 1.278], [-1.279, 0.516, 0.999], [-1.493, -0.685, -0.375], [1.268, 0.011, 1.190], [1.653, -0.328, -0.207], [0.365, 1.939, 0.744], [0.095, 1.294, 2.341], [-1.640, 0.063, 1.923], [-1.951, 1.361, 0.799], [2.143, 0.485, 1.657], [1.075, -0.864, 1.806], [0.838, -0.053, -0.747], [1.529, -1.340, -0.286], [-1.552, -0.714, -3.808], [-0.279, -1.286, -3.298], [-0.917, -1.411, -4.015]],
  "lowdin_charge": [-0.323, -0.745, 0.160, -0.343, -0.058, 0.097, 0.088, 0.024, 0.024, 0.081, 0.097, -0.048, 0.035, 0.014, 0.005, -0.108],
  "e_tot_ha": -648.50877,
  "e_lumo_ev": 4.117,
  "total_charge": -1,
  "e_above_lowest_kj_mol": 59.8,
  "max_force_ev_per_a": 1.3,
  "homo_energy_ev": -2.7,
  "spin_multiplicity": 1
}



5.
{
  "formula": "CH2F3OPS",
  "method": "ωB97M-V with the def2-TZVPD basis set",
  "elements": ["C", "O", "F", "F", "F", "P", "S", "H", "H"],
  "xyz": [[1.546, 0.002, 0.105], [-3.230, -0.704, -0.885], [1.993, -1.097, -0.517], [2.254, 0.150, 1.228], [1.835, 1.045, -0.692], [-0.346, -0.148, 0.421], [-3.008, -0.489, 0.549], [-0.439, 1.214, 0.729], [-0.605, 0.026, -0.939]],
  "lowdin_charge": [-0.872, -0.671, 0.074, 0.083, 0.067, 0.815, 0.639, -0.068, -0.067],
  "e_tot_ha": -1153.59235,
  "e_lumo_ev": [-2.117, -1.780],
  "e_above_lowest_kj_mol": 248.6,
  "max_force_ev_per_a": 1.3,
  "homo_energy_ev": [-9.5, -8.9],
  "spin_multiplicity": 1
}



6.
{
  "formula": "C30H47BCuN8O5",
  "method": "ωB97M-V with the def2-TZVPD basis set",
  "elements": ["Cu", "C", "C", "C", "C", "N", "N", "B", "N", "N", "C", "C", "C", "C", "C", "C", "C", "C", "N", "N", "C", "C", "C", "C", "C", "C", "C", "C", "C", "C", "C", "C", "H", "H", "H", "H", "H", "H", "H", "H", "H", "H", "H", "H", "H", "H", "H", "H", "H", "H", "H", "H", "H", "H", "H", "H", "H", "H", "H", "H", "H", "H", "H", "H", "H", "H", "H", "H", "H", "H", "H", "H", "O", "C", "O", "C", "C", "N", "N", "C", "C", "O", "O", "H", "H", "H", "C", "O", "H", "H", "H", "H"],
  "xyz": [[0.372, 0.162, -0.079], [-4.512, 1.642, 1.161], [-3.449, 0.603, 1.049], [-3.515, -0.727, 1.413], [-2.277, -1.289, 1.070], [-1.490, -0.320, 0.578], [-2.227, 0.816, 0.537], [-1.728, 2.100, -0.158], [-1.269, 1.732, -1.590], [-0.590, 0.581, -1.837], [-0.381, 0.503, -3.148], [-0.973, 1.617, -3.763], [-1.518, 2.374, -2.746], [-2.241, 3.674, -2.851], [0.377, -0.591, -3.857], [0.690, -1.769, -2.937], [-0.471, -1.098, -5.031], [1.691, 0.003, -4.390], [-0.602, 2.714, 0.693], [0.489, 2.008, 1.120], [1.252, 2.867, 1.818], [0.609, 4.116, 1.860], [-0.549, 3.983, 1.134], [-1.588, 5.020, 0.866], [2.630, 2.688, 2.432], [3.235, 1.298, 2.322], [2.570, 3.077, 3.917], [3.572, 3.655, 1.691], [-1.947, -2.768, 1.141], [-1.177, -3.180, -0.118], [-3.254, -3.570, 1.168], [-1.148, -3.094, 2.413], [-5.378, 1.211, 1.657], [-4.819, 2.003, 0.178], [-4.168, 2.501, 1.739], [-4.368, -1.228, 1.834], [-2.623, 2.880, -0.230], [-0.995, 1.851, -4.815], [-2.305, 3.960, -3.898], [-1.711, 4.461, -2.312], [-3.251, 3.607, -2.445], [-0.223, -2.295, -2.657], [1.193, -1.436, -2.032], [1.347, -2.472, -3.452], [-1.446, -1.446, -4.682], [0.038, -1.930, -5.522], [-0.633, -0.313, -5.770], [2.280, 0.431, -3.578], [1.496, 0.789, -5.121], [2.284, -0.777, -4.874], [0.948, 5.012, 2.351], [-1.295, 5.953, 1.341], [-2.559, 4.719, 1.260], [-1.706, 5.201, -0.203], [2.634, 0.537, 2.814], [4.227, 1.300, 2.778], [3.360, 1.039, 1.281], [1.969, 2.358, 4.477], [2.144, 4.071, 4.053], [3.578, 3.075, 4.334], [3.620, 3.399, 0.631], [4.578, 3.582, 2.109], [3.233, 4.688, 1.782], [-1.810, -3.040, -0.995], [-0.892, -4.233, -0.066], [-0.288, -2.573, -0.254], [-3.893, -3.308, 0.324], [-3.811, -3.398, 2.090], [-3.027, -4.636, 1.109], [-0.394, -2.333, 2.608], [-0.679, -4.080, 2.327], [-1.806, -3.121, 3.283], [5.840, -1.473, -0.768], [5.294, -2.290, 0.102], [5.901, -3.191, 0.632], [3.850, -2.088, 0.415], [3.161, -2.857, 1.329], [1.906, -2.395, 1.376], [1.730, -1.351, 0.565], [2.901, -1.139, -0.022], [3.015, 0.055, -0.924], [4.095, 0.294, -1.476], [1.971, 0.775, -1.005], [5.176, -0.829, -1.160], [3.502, -3.701, 1.905], [1.145, -2.692, 1.965], [-0.467, 0.411, 4.351], [0.326, -0.211, 3.352], [-1.527, 0.160, 4.232], [-0.361, 1.499, 4.333], [-0.124, 0.042, 5.317], [0.263, 0.314, 2.543]],
  "lowdin_charge": [0.621, -0.013, -0.253, 0.034, -0.205, 0.071, 0.044, -0.497, 0.050, 0.072, -0.217, 0.038, -0.253, -0.012, -0.530, -0.032, -0.045, -0.022, 0.039, 0.098, -0.207, 0.019, -0.257, -0.012, -0.527, -0.032, -0.036, -0.034, -0.521, -0.046, -0.059, -0.036, 0.082, 0.085, 0.082, 0.110, 0.113, 0.114, 0.083, 0.073, 0.083, 0.073, 0.047, 0.097, 0.090, 0.087, 0.077, 0.075, 0.085, 0.090, 0.114, 0.084, 0.079, 0.068, 0.073, 0.098, 0.061, 0.078, 0.076, 0.089, 0.096, 0.088, 0.079, 0.091, 0.094, 0.039, 0.093, 0.080, 0.091, 0.041, 0.092, 0.094, 0.133, -0.509, 0.096, -0.030, 0.030, 0.064, 0.059, -0.145, -0.571, 0.065, -0.047, 0.063, 0.145, 0.114, -0.135, -0.162, 0.075, 0.074, 0.082, 0.014],
  "e_tot_ha": -3651.13148,
  "e_lumo_ev": [0.364, -0.745],
  "s_squared": 0.7524,
  "e_above_lowest_kj_mol": 43.5,
  "max_force_ev_per_a": 0.5,
  "homo_energy_ev": [-9.0, -9.0],
  "spin_multiplicity": 2
}